Entry from OMol25: C32H80CuF6NO34S12 as an isolated structure (ωB97M-V/def2-TZVPD).

```
! wB97M-V def2-TZVPD RIJCOSX def2/J DEFGRID3
* xyz 1 2
Cu 2.591 0.413 -4.940
C -1.573 -2.020 -0.942
F -1.110 -1.200 -0.004
F -0.725 -3.012 -1.135
F -2.785 -2.457 -0.518
S -1.775 -1.137 -2.681
O -1.148 -1.997 -3.692
O -3.233 -0.979 -2.886
N -0.698 0.296 -2.536
S -1.680 1.264 -1.629
O -2.312 2.339 -2.383
O -2.554 0.658 -0.615
C -0.337 2.172 -0.579
F 0.298 1.247 0.184
F 0.568 2.793 -1.269
F -1.009 3.113 0.171
O -1.871 -11.988 -3.475
S -1.095 -10.879 -2.945
O -1.758 -9.663 -2.474
O -0.177 -11.497 -1.676
C 0.468 -10.611 -0.768
C 1.892 -10.482 -1.204
C 0.147 -10.460 -4.277
H 0.525 -11.087 0.211
H 0.036 -9.611 -0.797
H 2.309 -11.479 -1.343
H 2.500 -10.021 -0.425
H 2.098 -9.798 -2.028
H 1.006 -9.900 -3.908
H -0.260 -9.791 -5.035
H 0.451 -11.417 -4.701
O 2.279 9.610 1.954
S 1.365 10.703 1.527
O 0.811 11.568 2.539
O 2.252 11.631 0.418
C 2.866 11.000 -0.619
C 4.113 11.748 -1.012
C -0.018 10.210 0.394
H 2.310 11.006 -1.556
H 3.000 9.922 -0.522
H 3.953 12.712 -1.495
H 4.778 11.261 -1.725
H 4.678 12.011 -0.118
H 0.454 9.740 -0.469
H -0.561 11.102 0.081
H -0.676 9.535 0.942
O -0.985 -0.429 6.731
S -0.350 0.498 7.679
O 1.146 0.542 7.821
O -0.792 2.056 7.357
C -2.036 2.346 6.729
C -2.064 3.842 6.550
C -1.140 0.359 9.344
H -2.976 2.024 7.177
H -1.893 1.956 5.721
H -2.174 4.244 7.557
H -2.789 4.179 5.809
H -1.064 4.059 6.176
H -1.215 -0.678 9.671
H -2.133 0.794 9.240
H -0.574 1.051 9.967
O -10.337 3.849 6.761
S -8.952 4.273 6.794
O -7.994 3.644 7.671
O -8.348 4.136 5.189
C -9.185 4.261 4.064
C -8.400 3.954 2.773
C -8.798 6.142 7.036
H -9.596 5.271 4.060
H -10.046 3.605 4.191
H -8.139 2.909 2.937
H -7.469 4.522 2.750
H -8.922 4.123 1.831
H -9.018 6.328 8.087
H -9.341 6.588 6.203
H -7.763 6.453 6.897
O 1.261 7.088 -6.417
S 1.448 6.098 -7.487
O 1.470 4.640 -7.279
O 0.312 6.482 -8.650
C 0.328 5.712 -9.813
C 0.133 6.570 -11.026
C 2.969 6.671 -8.388
H -0.469 4.969 -9.853
H 1.262 5.208 -10.060
H 0.833 7.406 -11.012
H -0.888 6.945 -11.089
H 0.399 6.085 -11.966
H 3.195 6.247 -9.366
H 3.781 6.357 -7.732
H 2.919 7.749 -8.544
O 0.598 -1.926 -9.542
S 0.137 -2.383 -10.908
O 0.118 -1.469 -12.053
O 0.968 -3.723 -11.412
C 0.788 -4.220 -12.715
C 0.476 -5.747 -12.705
C -1.527 -3.152 -10.680
H 1.627 -3.978 -13.368
H -0.056 -3.694 -13.160
H -0.460 -5.895 -12.167
H 1.311 -6.297 -12.270
H 0.268 -5.949 -13.756
H -2.139 -2.481 -10.077
H -1.220 -4.052 -10.148
H -1.994 -3.279 -11.656
O 1.478 -8.681 10.705
S 2.189 -7.785 9.860
O 3.402 -8.351 9.236
O 1.156 -7.309 8.668
C 1.546 -6.691 7.460
C 0.282 -6.751 6.529
C 2.517 -6.147 10.641
H 2.439 -7.140 7.025
H 1.765 -5.634 7.607
H 0.343 -5.941 5.803
H -0.648 -6.658 7.090
H 0.159 -7.766 6.151
H 3.300 -6.325 11.379
H 1.631 -5.852 11.202
H 2.722 -5.415 9.859
O -9.667 -2.959 3.212
S -8.538 -3.875 3.260
O -8.724 -5.055 4.125
O -8.096 -4.396 1.747
C -8.356 -3.506 0.596
C -9.704 -3.660 -0.051
C -6.980 -2.912 3.685
H -7.706 -3.704 -0.257
H -8.137 -2.464 0.827
H -9.822 -4.730 -0.226
H -9.681 -3.312 -1.083
H -10.583 -3.345 0.511
H -6.997 -2.660 4.746
H -7.052 -2.061 3.007
H -6.082 -3.464 3.408
O 5.105 -1.841 -0.471
S 5.845 -2.739 0.409
O 5.748 -4.168 0.174
O 7.417 -2.273 0.440
C 8.332 -3.192 0.950
C 9.616 -2.481 1.494
C 5.502 -2.343 2.245
H 8.688 -3.902 0.204
H 7.781 -3.747 1.710
H 9.305 -1.646 2.121
H 10.257 -2.179 0.666
H 10.202 -3.109 2.165
H 4.472 -2.610 2.483
H 5.618 -1.267 2.374
H 5.982 -2.886 3.059
O 6.016 2.890 -2.049
S 6.851 3.715 -1.149
O 6.764 5.159 -1.266
O 6.548 3.289 0.465
C 6.682 4.265 1.434
C 6.356 3.715 2.828
C 8.592 3.054 -1.131
H 6.139 5.157 1.121
H 7.716 4.603 1.499
H 6.927 2.820 3.076
H 5.302 3.439 2.816
H 6.621 4.430 3.607
H 9.127 3.682 -0.418
H 8.947 3.284 -2.136
H 8.489 1.982 -0.962
*
```

Total energy (Ha): -10897.1868
Expectation value of S²: 0.762
ΔE to the lowest compared entry with this formula, charge and spin (kcal per mole): 293.0
Largest force on an atom (Eh/bohr): 0.107
HOMO (spin up / spin down) (eV): -12.03 / -12.03

=====

Entry from OMol25: an isolated ion of composition C4H13N2S and charge +1 (ωB97M-V/def2-TZVPD).

```
! wB97M-V def2-TZVPD RIJCOSX def2/J DEFGRID3
* xyz 1 1
N 1.281 1.710 0.981
C 0.677 0.429 0.358
C 0.671 0.605 -1.153
S 2.240 0.418 -2.032
C -0.911 0.303 0.867
N -1.621 -0.775 0.170
C -1.384 -2.220 -0.033
H 2.216 1.770 0.531
H 0.784 2.598 0.955
H 1.476 1.608 2.009
H 1.328 -0.446 0.851
H 0.193 1.577 -1.497
H 0.052 -0.222 -1.501
H 1.671 -0.405 -3.020
H -1.448 1.319 0.902
H -0.824 0.084 1.940
H -2.633 -0.690 -0.063
H -0.344 -2.247 -0.539
H -1.303 -2.744 0.978
H -2.122 -2.674 -0.705
*
```

SMILES string: CNC[C@H]([NH3+])CS
Total energy (Ha): -667.5810
ΔE to the lowest compared entry with this formula, charge and spin (kcal per mole): 62.0
Largest force on an atom (Eh/bohr): 0.076
HOMO (eV): -12.15

=====

Entry from OMol25: an isolated ion of composition C2H4NO4S and charge -1 (ωB97M-V/def2-TZVPD).

```
! wB97M-V def2-TZVPD RIJCOSX def2/J DEFGRID3
* xyz -1 1
C 0.919 0.644 0.880
C 0.211 -0.261 -0.079
N 0.983 0.222 -1.183
O -1.968 -0.702 1.170
O -2.053 1.070 -0.540
O -1.894 -1.353 -1.220
O 1.981 0.766 -0.175
S -1.650 -0.312 -0.183
H 0.493 1.727 0.985
H 1.229 0.091 1.850
H 0.393 -1.371 0.256
H 1.357 -0.522 -1.761
*
```

SMILES string: O=S(=O)([O-])[C@@H]1CON1
Total energy (Ha): -832.4752
ΔE to the lowest compared entry with this formula, charge and spin (kcal per mole): 71.4
Largest force on an atom (Eh/bohr): 0.075
HOMO (eV): -5.14

=====

Entry from OMol25: C44H35BrCl2N2O8RbTe as an isolated structure (ωB97M-V/def2-TZVPD).

```
! wB97M-V def2-TZVPD RIJCOSX def2/J DEFGRID3
* xyz -1 1
Rb -0.125 -0.054 -1.220
O -0.539 -4.732 -2.447
C -0.241 -3.469 -2.079
O -1.034 -2.568 -2.115
C 1.207 -3.310 -1.680
C 2.115 -4.350 -1.680
C 3.436 -4.049 -1.363
C 3.791 -2.744 -1.084
C 2.800 -1.769 -1.103
N 1.538 -2.058 -1.384
C 3.108 -0.295 -0.820
O 3.546 0.397 -1.848
O 2.950 0.174 0.281
H -1.483 -4.709 -2.682
H 1.800 -5.356 -1.919
H 4.183 -4.832 -1.352
H 4.815 -2.472 -0.864
H 3.477 -0.120 -2.748
Cl -3.163 -0.227 -1.491
C -1.313 1.814 -3.011
Cl -1.722 3.113 -4.198
H -0.253 1.911 -2.808
H -1.525 0.860 -3.481
C 0.542 1.204 6.497
C 0.412 0.757 5.062
C 0.547 -0.576 4.687
C 0.392 -0.998 3.378
C 0.509 -2.459 3.127
O 1.197 -3.173 3.838
C -0.366 -3.132 2.097
C 0.071 -4.311 1.509
C -0.764 -5.013 0.651
C -2.045 -4.543 0.388
C -2.488 -3.363 0.976
C -1.646 -2.662 1.827
C 0.099 -0.086 2.319
O -0.073 -0.492 1.141
C 0.053 1.313 2.688
C 0.185 1.664 4.036
C 0.016 2.415 1.692
N -0.252 2.293 0.438
C -0.076 3.449 -0.445
C -1.441 3.947 -0.916
Te -2.761 2.291 -1.402
C -3.225 2.030 0.680
C -3.970 3.092 1.174
C -4.392 3.085 2.500
C -4.059 2.018 3.321
C -3.321 0.955 2.810
C -2.905 0.947 1.486
C 0.354 3.775 2.262
C 1.681 4.141 2.462
C 1.991 5.398 2.959
C 0.977 6.295 3.276
C -0.349 5.926 3.093
C -0.659 4.668 2.585
H 0.579 0.345 7.169
H -0.301 1.826 6.807
H 1.452 1.787 6.664
H 0.769 -1.333 5.433
H 1.066 -4.671 1.739
H -0.417 -5.928 0.185
H -2.699 -5.092 -0.280
H -3.478 -2.982 0.760
H -1.976 -1.734 2.281
H 0.108 2.712 4.311
H 0.516 3.125 -1.305
H 0.480 4.261 0.023
H -1.366 4.585 -1.794
H -1.948 4.487 -0.116
H -4.239 3.930 0.537
H -4.975 3.913 2.886
H -4.370 2.014 4.358
H -3.043 0.132 3.459
H -2.324 0.118 1.097
H 2.466 3.431 2.223
H 3.028 5.677 3.104
H 1.221 7.275 3.668
H -1.145 6.614 3.350
H -1.695 4.367 2.454
Br -1.689 -2.746 -7.714
C 0.113 -2.592 -7.127
C 1.103 -3.266 -7.824
C 2.417 -3.157 -7.385
C 2.724 -2.386 -6.272
C 1.720 -1.712 -5.592
C 0.401 -1.815 -6.020
C 2.061 -0.876 -4.375
O 3.275 -0.921 -4.009
O 1.146 -0.261 -3.808
H 0.851 -3.864 -8.689
H 3.201 -3.682 -7.917
H 3.738 -2.294 -5.911
H -0.370 -1.291 -5.471
*
```

Total energy (Ha): -6195.8046
ΔE to the lowest compared entry with this formula, charge and spin (kcal per mole): 31.6
Largest force on an atom (Eh/bohr): 0.019
HOMO (eV): -4.63

=====

Entry from OMol25: a 2-piece molecular cluster, C17H11N2O4S2 overall (ωB97M-V/def2-TZVPD).

```
! wB97M-V def2-TZVPD RIJCOSX def2/J DEFGRID3
* xyz -1 1
C 4.209 -2.730 -0.592
C 2.858 -2.718 -0.220
C 2.251 -1.490 0.039
C 2.947 -0.309 -0.110
C 4.295 -0.307 -0.487
C 4.919 -1.537 -0.725
S 1.999 1.194 0.219
O 2.365 1.684 1.526
O 2.030 2.070 -0.933
C 0.386 0.413 0.325
C -0.732 1.036 -0.133
C -2.016 0.326 -0.082
C -2.397 -0.524 0.974
C -3.517 -1.353 0.856
C -4.354 -1.272 -0.270
C -4.071 -0.302 -1.238
C -2.952 0.530 -1.111
S 0.501 -1.377 0.440
O -0.222 -2.023 -0.628
O 0.308 -1.790 1.812
H 4.690 -3.692 -0.775
H 2.262 -3.616 -0.145
H 4.820 0.633 -0.602
H 5.971 -1.554 -1.013
H -0.587 1.823 -0.955
H -1.866 -0.486 1.929
H -3.753 -2.049 1.660
H -5.211 -1.940 -0.368
H -4.733 -0.191 -2.103
H -2.795 1.343 -1.818
C -0.839 3.130 0.601
C -1.334 3.000 1.915
N -1.653 2.828 3.031
C -1.694 3.754 -0.312
N -2.335 4.197 -1.204
H 0.251 3.297 0.498
*
```

Total energy (Ha): -1861.2041
ΔE to the lowest compared entry with this formula, charge and spin (kcal per mole): 10.4
Largest force on an atom (Eh/bohr): 0.067
HOMO (eV): -4.19

=====

Entry from OMol25: a 2-piece molecular cluster, CH3IO3P overall (ωB97M-V/def2-TZVPD).

```
! wB97M-V def2-TZVPD RIJCOSX def2/J DEFGRID3
* xyz -1 1
C 1.494 -1.129 -0.221
O -0.978 -0.695 0.876
O -1.303 0.582 -1.262
O 1.728 -2.272 -0.485
P -1.760 0.303 0.100
I -4.239 -0.228 0.031
H -2.117 1.375 0.835
H 1.287 -0.530 -1.009
H 1.614 -0.814 0.813
*
```

Total energy (Ha): -904.7947
ΔE to the lowest compared entry with this formula, charge and spin (kcal per mole): 35.2
Largest force on an atom (Eh/bohr): 0.073
HOMO (eV): -5.35